# C4H12N2

One molecule with the formula C4H12N2 in a non-equilibrium geometry (ωB97M-V with the def2-TZVPD basis set, the OMol25 dataset).

The value obtained for the energy relative to the best compared isomer or geometry (same formula, charge and spin) is 128.8 kJ/mol. As for the HOMO energy: -8.60 eV. As for the SMILES: CNCCNC. The orbital gap comes out at 9.75 eV. Its total energy is -269.0673 a.u. Its LUMO energy is 1.2 eV.

Last column: natural (NBO) charge in e.
Element x y z (Å)
1 C -1.382 0.941 -2.438  -0.41
2 N -0.860 0.123 -1.317  -0.61
3 C 0.038 0.903 -0.488  -0.23
4 C 0.883 0.033 0.458  -0.21
5 N 0.187 -1.035 1.119  -0.62
6 C 0.919 -1.622 2.243  -0.41
7 H -1.812 1.897 -2.120  0.16
8 H -0.464 1.092 -3.005  0.19
9 H -2.087 0.403 -3.058  0.20
10 H -1.627 -0.150 -0.713  0.34
11 H -0.581 1.621 0.086  0.16
12 H 0.827 1.357 -1.089  0.20
13 H 1.303 0.694 1.247  0.15
14 H 1.785 -0.302 -0.064  0.19
15 H -0.662 -0.718 1.566  0.34
16 H 1.183 -0.845 2.983  0.16
17 H 1.934 -1.897 1.941  0.19
18 H 0.417 -2.493 2.647  0.21